# 1
Entry from OMol25: 3 unconnected molecules or ions with the total composition C26H48N10O6S2 in a non-equilibrium geometry (ωB97M-V/def2-TZVPD).

Summary:
- total charge = 0
- HOMO energy (eV) = -8.482
- DFT total energy (eV) = -76577.48465
- structure (SMILES) = c1nnc(SCCCCc2nnc(CCCCSc3nnco3)nn2)o1.COCCNCCOC.COCCNCCOC
- gap between HOMO and LUMO (eV) = 7.33

```
92
C26H48N10O6S2, DFT ωB97M-V/def2-TZVPD
C 3.11773 -3.76048 -3.67053
N 3.78889 -4.94557 -4.33213
N 4.67124 -4.35901 -5.26456
C 4.54250 -2.83118 -5.17405
S 5.62055 -1.87615 -6.37198
C 6.33931 -0.32488 -5.60696
C 5.96681 -0.08894 -4.02793
C 4.68101 0.93899 -3.93679
C 4.49278 1.36903 -2.34207
C 3.03934 0.66919 -1.87827
N 1.89156 1.23247 -2.52240
N 0.76457 0.65753 -2.19503
C 0.91092 -0.41668 -1.26002
C -0.52893 -1.19276 -0.88346
C -1.83374 -0.42683 -1.53747
C -2.09455 -0.82589 -3.12344
C -1.89883 0.42690 -4.16672
S -2.55312 0.01126 -5.91317
C -0.99405 -0.36351 -6.95185
N -0.94281 -1.08505 -8.31216
N 0.39638 -1.19176 -8.72861
C 1.27088 -0.55644 -7.66413
O 0.40350 -0.03996 -6.56942
N 2.05370 -0.95199 -0.58393
N 3.18067 -0.37701 -0.91130
O 3.55175 -2.41346 -4.16991
H 2.30901 -4.03756 -2.87113
H 7.52482 -0.38261 -5.69953
H 5.97699 0.60155 -6.22499
H 5.85579 -1.06492 -3.38993
H 6.88589 0.50517 -3.55099
H 3.73478 0.36631 -4.37026
H 4.89752 1.90382 -4.59245
H 5.39096 0.98581 -1.65916
H 4.34763 2.53519 -2.24645
H -0.45470 -2.24191 -1.43920
H -0.63113 -1.39623 0.27565
H -2.77773 -0.81908 -0.92150
H -1.80937 0.73429 -1.39404
H -1.46222 -1.73766 -3.49625
H -3.23256 -1.14693 -3.19012
H -0.78776 0.76606 -4.32931
H -2.48425 1.39281 -3.78618
H 2.44132 -0.49063 -7.66253
C 3.03846 2.07907 6.68534
O 3.03703 3.03283 5.63125
C 4.09281 2.83209 4.68270
C 3.53113 2.33527 3.34054
N 3.03138 0.96186 3.44818
C 2.22078 0.52836 2.30239
C 0.92597 1.31001 2.00675
O -0.09544 1.14520 2.99233
C 0.04427 1.98208 4.13210
H 2.33450 2.41820 7.45031
H 2.70145 1.10294 6.32711
H 4.02899 1.98928 7.13925
H 4.87456 2.16545 5.06618
H 4.55060 3.81369 4.51864
H 4.31932 2.37284 2.58162
H 2.73604 3.02507 3.04335
H 2.46048 0.87823 4.28718
H 1.95010 -0.51539 2.49380
H 2.85548 0.52804 1.40643
H 0.50841 0.89596 1.08099
H 1.10380 2.37086 1.80308
H 0.47872 2.95547 3.88676
H 0.63834 1.47503 4.89338
H -0.94871 2.14778 4.55896
C -7.76748 -2.35586 4.27983
O -7.77391 -0.96291 3.99622
C -6.92593 -0.20252 4.86654
C -5.69808 0.32435 4.10592
N -4.78098 -0.76392 3.75637
C -3.74679 -0.38605 2.78401
C -4.21255 0.08904 1.39394
O -4.81142 -0.93384 0.59589
C -6.18379 -1.17277 0.87603
H -8.57370 -2.82218 3.70687
H -6.82485 -2.81216 3.96682
H -7.94048 -2.54629 5.34240
H -6.63662 -0.76642 5.76148
H -7.51698 0.65809 5.19827
H -5.17046 1.05303 4.72982
H -6.06294 0.83873 3.21228
H -5.31398 -1.53781 3.36416
H -3.11593 -1.27050 2.64585
H -3.10942 0.38588 3.23510
H -3.31453 0.39910 0.84601
H -4.85382 0.97526 1.43749
H -6.71607 -0.26363 1.17024
H -6.27666 -1.94048 1.64516
H -6.65417 -1.56768 -0.02866
```



# 2
Entry from OMol25: a molecular structure, C26H49ClN4Pt in a non-equilibrium geometry (ωB97M-V/def2-TZVPD).

Summary:
- total charge = -2
- HOMO energy (alpha / beta) (eV) = 2.367 / -3.702
- DFT total energy (eV) = -49481.64559
- spin multiplicity = 5
- <S²> = 6.01
- ΔE to the lowest compared entry with this formula, charge and spin (eV) = 0.0000
- gap between HOMO and LUMO (alpha / beta) (eV) = 1.54 / 6.80

```
81
C26H49ClN4Pt, DFT ωB97M-V/def2-TZVPD
Pt 0.00000 0.00000 0.00000
Cl -0.07770 -0.08430 -2.43780
C 2.27380 -3.65670 -0.22690
C 1.36720 -1.57480 -0.04370
N 1.10370 -2.91410 -0.22270
H 4.35260 -2.97350 -0.00830
N 2.74130 -1.52360 0.06240
H 2.29280 -4.72410 -0.35060
C -0.24970 -3.55830 -0.37690
C -0.07730 -5.03990 -0.74060
C -0.99490 -3.46510 0.95910
H 0.36880 -5.61870 0.07460
H -1.07370 -5.44910 -0.92950
H 0.51740 -5.17090 -1.65030
H -1.83610 -3.49260 -1.83480
H -0.32850 -2.70420 -2.37040
H -0.86610 -2.48330 1.41410
C -0.99550 -2.86680 -1.51890
H -0.61400 -4.21540 1.65960
H -2.06170 -3.64840 0.79500
H -1.36830 -1.89040 -1.20700
C 3.29490 -2.78930 -0.05450
C 3.71530 0.14230 1.62180
H 3.87420 -0.71560 2.28110
H 4.55670 0.83300 1.72990
C 3.61330 -0.29660 0.16270
H 3.46170 1.75980 -0.48460
C 5.02840 -0.63070 -0.33230
H 5.02330 -1.14440 -1.29870
H 2.79810 0.64590 1.93460
H 1.92440 0.85360 -0.60170
H 5.58340 -1.23030 0.39670
H 5.56100 0.31480 -0.46790
C 3.00760 0.79360 -0.72940
H 3.20940 0.57090 -1.78270
C -3.29770 2.78010 -0.18650
N -2.74660 1.51000 -0.11700
H -2.29020 4.73450 -0.20420
N -1.10280 2.92200 -0.09930
H -4.35590 2.95840 -0.24240
C -3.61040 0.27720 -0.21750
C -5.05670 0.63120 0.15930
C -3.57140 -0.21580 -1.66900
H -5.56030 1.21550 -0.61720
H -5.60680 -0.30750 0.27000
H -5.10920 1.16860 1.11190
H -3.62150 -1.72610 0.56330
H -3.31290 -0.48270 1.79850
H -2.58640 -0.05920 -2.11460
C -3.11160 -0.77970 0.76560
H -4.30300 0.33370 -2.27110
H -3.82450 -1.28090 -1.69990
H -2.03450 -0.92460 0.65770
C -2.27330 3.66060 -0.17020
C 0.94000 3.39150 -1.40160
H 0.49210 4.04690 -2.15410
H 2.00380 3.63080 -1.30420
C 0.25220 3.57930 -0.04860
H 2.05580 3.40850 1.12700
C 0.08610 5.08460 0.20320
H -0.49440 5.29300 1.10780
H 0.83070 2.36630 -1.75720
H 1.12950 1.89220 1.01350
H -0.37170 5.59400 -0.65070
H 1.08530 5.50490 0.34810
C 1.05080 2.97460 1.11120
H 0.55950 3.19320 2.06510
C -1.36980 1.57190 -0.06550
C -1.25890 1.70790 3.33480
C 0.01970 0.85090 3.30850
C 0.17440 0.19550 4.69390
C -0.03680 -0.25260 2.22580
H -2.15090 1.07500 3.53200
H -1.43020 2.24010 2.39100
H -1.18780 2.47360 4.13640
H 0.93110 1.45530 3.18960
H -0.69200 -0.46220 4.92430
H 1.10250 -0.41440 4.73330
H 0.24760 0.97410 5.48350
H 0.82410 -0.92500 2.42370
H -0.94610 -0.80250 2.51560
```



# 3
Entry from OMol25: a molecular structure, C26H49CoNO4Si2 in a non-equilibrium geometry (ωB97M-V/def2-TZVPD).

Summary:
- total charge = +1
- HOMO energy (alpha / beta) (eV) = -11.444 / -11.444
- DFT total energy (eV) = -90812.16690
- spin multiplicity = 5
- <S²> = 6.01
- gap between HOMO and LUMO (alpha / beta) (eV) = 7.04 / 4.95

```
83
C26H49CoNO4Si2, DFT ωB97M-V/def2-TZVPD
O 1.27179 -0.74852 -1.39823
O -2.09740 -2.99056 -2.65504
C 1.50087 0.19342 -2.45744
C 2.91512 0.73920 -2.63786
H 0.79769 1.00408 -2.21746
H 1.18081 -0.22951 -3.43240
H 3.41915 1.03891 -1.70287
H 2.82250 1.64955 -3.25226
H 3.53520 0.01057 -3.17740
C 2.37502 -1.64669 -1.16910
C 2.38514 -2.78564 -2.15934
H 2.22978 -2.03111 -0.15488
H 3.30332 -1.06565 -1.20584
H 1.42600 -3.30887 -2.15709
H 3.16230 -3.51383 -1.94225
H 2.58118 -2.43673 -3.17263
C -2.79879 -4.03842 -1.96845
C -2.10874 -3.10686 -4.08391
C -1.86126 -5.09975 -1.41574
H -3.53920 -4.50871 -2.63852
H -3.32207 -3.53709 -1.14371
H -1.34557 -5.63869 -2.21939
H -2.46624 -5.81465 -0.85224
H -1.11365 -4.66414 -0.73919
C -1.54302 -4.41668 -4.63326
H -1.50420 -2.25859 -4.43039
H -3.14318 -2.98286 -4.46318
H -0.54327 -4.64379 -4.23737
H -1.45578 -4.30560 -5.71934
H -2.21081 -5.26457 -4.42790
H -1.90896 -1.09409 -1.39639
Co 1.99333 1.12066 1.26717
C -2.63873 -0.48877 -0.80081
Si -4.20389 0.23999 -1.61366
H -3.03628 -1.19531 -0.04133
H -2.07808 0.30701 -0.28889
C -3.77534 0.96090 -3.29643
C -4.98091 1.63362 -0.56823
C -5.67168 -0.94813 -1.88583
C 0.74593 2.33756 0.42264
Si 0.78476 3.87460 1.52224
H -0.22661 1.82573 0.31569
H 1.11654 2.54023 -0.60057
C -0.94994 4.58314 1.55968
C 1.97007 5.10887 0.74151
C 1.40145 3.58099 3.27280
H -6.49227 -0.40645 -2.39185
H -6.06975 -1.34101 -0.93488
H -5.37555 -1.79489 -2.52590
H -3.12836 1.84169 -3.16570
H -4.68712 1.26351 -3.83706
H -3.24090 0.19559 -3.88035
H -4.20243 2.29836 -0.16387
H -5.57136 1.22785 0.27001
H -5.65952 2.23915 -1.19555
H 1.78476 5.16367 -0.34049
H 3.01443 4.80245 0.89510
H 1.84555 6.11548 1.16604
H 2.49481 3.46957 3.29217
H 0.95168 2.69355 3.73655
H 1.15273 4.44472 3.90737
H -0.95846 5.53412 2.10743
H -1.65954 3.90050 2.04519
H -1.30236 4.77451 0.53792
O 5.86289 1.71890 1.19870
C 4.68616 1.45018 1.39866
O 3.70501 1.43059 0.51051
C 4.21059 1.06802 2.75716
C 4.92706 1.15535 3.94245
C 4.30545 0.73718 5.10508
C 3.02825 0.13572 5.08330
C 2.30844 -0.20264 6.25645
C 1.04080 -0.74936 6.19360
C 0.40032 -0.90419 4.93906
C 1.02470 -0.46820 3.77257
C 2.34607 0.01859 3.83167
N 2.93437 0.58075 2.71711
H 5.94243 1.55383 3.89747
H 4.78799 0.88780 6.07709
H 2.78811 0.01703 7.22993
H 0.51783 -1.03563 7.10960
H -0.60108 -1.34342 4.90248
H 0.49392 -0.45808 2.81009
```